Density functional theory data (ωB97M-V/def2-TZVPD) for C18H21IN9O3SSc as an isolated structure.

Calculated values
**E_tot**: -78182.30099 eV
**HOMO**: -10.50 eV
**E_LUMO**: -7.80 eV
**Energy above the lowest of the compared OMol25 structures with the same formula, charge and spin**: 44.7 kcal per mole
**HOMO-LUMO gap**: 2.6994 eV
**Charge**: +2
**Strongest force on any atom**: 0.53 eV Å⁻¹

Each line ends with the Mulliken charge.
Element x y z (Å)
1 Sc -0.26 1.67 -0.02  0.438
2 C 4.63 1.57 0.06  -1.054
3 N 3.95 2.87 0.10  0.090
4 C 4.76 4.09 0.20  -0.965
5 C 2.63 2.89 0.07  0.480
6 N 1.87 1.82 -0.02  -0.330
7 N 2.03 4.15 0.12  -0.060
8 C 0.79 4.52 0.59  0.537
9 N 0.63 5.83 0.76  -0.345
10 N -0.16 3.64 0.84  -0.292
11 H 5.70 1.73 0.14  0.282
12 H 4.44 1.05 -0.88  0.404
13 H 4.33 0.94 0.90  0.428
14 H 5.80 3.83 0.11  0.292
15 H 4.63 4.58 1.17  0.388
16 H 4.54 4.79 -0.61  0.401
17 H 2.42 0.97 -0.03  0.084
18 H 2.67 4.92 -0.01  0.138
19 H 1.34 6.50 0.53  0.191
20 H -0.26 6.20 1.07  0.227
21 H -0.96 4.09 1.26  0.126
22 I -0.94 2.99 -2.64  0.149
23 C -2.69 2.39 -1.59  0.521
24 C -3.94 2.64 -2.10  -0.563
25 C -5.02 2.15 -1.38  -0.205
26 C -4.80 1.44 -0.21  -0.723
27 C -3.51 1.25 0.22  -0.162
28 N -2.44 1.72 -0.46  0.124
29 H -4.07 3.19 -3.02  0.434
30 H -6.03 2.31 -1.75  0.449
31 H -5.62 1.03 0.36  0.445
32 H -3.30 0.69 1.12  0.414
33 O -3.70 -6.95 1.39  -0.653
34 S -2.52 -6.78 2.22  1.162
35 O -2.50 -5.58 3.03  -0.656
36 O -1.99 -7.96 2.85  -0.639
37 C -1.29 -6.38 0.91  0.063
38 N -0.65 -7.33 0.21  -0.421
39 C 0.21 -6.93 -0.71  -0.315
40 C 0.50 -5.58 -0.94  -0.749
41 C -0.23 -4.69 -0.17  0.323
42 N -1.13 -5.08 0.72  -0.355
43 C -0.13 -3.23 -0.19  1.262
44 C 0.37 -2.45 -1.25  -0.913
45 C 0.28 -1.09 -1.18  -0.259
46 N -0.24 -0.45 -0.10  0.111
47 C -0.69 -1.20 0.93  -0.465
48 C -0.66 -2.56 0.93  -0.768
49 H 0.70 -7.70 -1.29  0.432
50 H 1.26 -5.27 -1.65  0.334
51 H 0.78 -2.92 -2.14  0.410
52 H 0.61 -0.47 -2.00  0.487
53 H -1.08 -0.66 1.79  0.598
54 H -1.07 -3.15 1.74  0.666